(1)
Computed, not measured: a structure of composition C27H35CeFN4P2, with ωB97M-V with the def2-TZVPD basis set.

## Properties
Total energy, Eh: -2525.7647
HOMO-LUMO gap (spin up / spin down), eV: 3.6 / 3.6
Total charge: +2
E_HOMO (spin up / spin down), eV: -13.46 / -13.46

```
70
Properties=species:S:1:pos:R:3:mulliken_charge:R:1
Ce 0.10 -2.17 0.78 1.414
C -1.09 2.60 5.60 -0.708
C -1.74 1.99 4.60 -0.460
C -1.27 1.77 3.18 -1.008
C -0.19 0.67 2.97 2.711
C 1.22 1.10 3.31 -0.450
C 1.65 2.06 4.14 -0.565
C 0.98 3.38 4.31 -0.686
C 0.06 3.57 5.52 -0.574
C 0.80 -2.65 2.95 -1.211
H -1.40 2.42 6.63 0.405
H -2.72 1.53 4.78 0.337
H -0.95 2.69 2.69 0.249
H -2.17 1.42 2.66 0.633
H -0.46 -0.24 3.54 0.261
H -0.20 0.38 1.89 -1.921
H 1.96 0.49 2.78 0.086
H 2.62 2.04 4.63 0.444
H 0.41 3.59 3.40 0.204
H 1.77 4.14 4.40 0.448
H 0.64 3.50 6.45 0.368
H -0.30 4.61 5.46 0.356
H 0.04 -2.57 3.76 0.460
H 1.69 -2.10 3.28 0.491
H 1.02 -3.72 2.71 0.518
P 1.49 -1.29 -1.36 0.125
P -1.79 -0.88 -1.14 -0.038
N 2.78 -0.13 -1.45 0.436
N 2.18 -2.57 -2.40 0.483
N -1.93 0.93 -1.34 0.347
N -3.48 -1.16 -1.81 0.354
C 0.46 -0.47 -2.66 -0.711
C -0.95 -1.04 -2.77 -1.308
C 3.61 0.22 -0.38 -0.306
C 4.58 1.08 -0.86 -0.734
C 4.36 1.25 -2.26 -0.706
C 3.25 0.50 -2.61 -0.145
C 2.41 -3.88 -1.96 -0.257
C 2.83 -4.63 -3.04 -0.703
C 2.87 -3.77 -4.19 -0.723
C 2.47 -2.51 -3.76 0.050
C -1.54 1.77 -0.31 0.616
C -1.59 3.08 -0.73 -0.453
C -2.00 3.07 -2.11 -1.204
C -2.14 1.74 -2.47 -0.105
C -4.34 -0.48 -2.69 -0.129
C -5.45 -1.28 -2.97 -0.634
C -5.25 -2.52 -2.27 -0.572
C -4.04 -2.42 -1.60 -0.469
H 0.95 -0.66 -3.62 0.326
H 0.45 0.61 -2.41 0.665
H -1.50 -0.46 -3.53 0.526
H -0.98 -2.11 -3.05 0.509
H 3.40 -0.20 0.61 0.327
H 5.37 1.53 -0.28 0.455
H 4.93 1.83 -2.97 0.471
H 2.71 0.39 -3.54 0.343
H 2.27 -4.12 -0.91 0.270
H 3.10 -5.68 -3.03 0.457
H 3.14 -4.02 -5.20 0.460
H 2.39 -1.58 -4.32 0.268
H -1.25 1.33 0.63 -0.720
H -1.36 3.95 -0.13 0.505
H -2.20 3.93 -2.74 0.481
H -2.35 1.34 -3.45 0.496
H -4.12 0.51 -3.07 0.412
H -6.29 -1.01 -3.60 0.446
H -5.92 -3.37 -2.24 0.438
H -3.50 -3.14 -1.00 0.333
F -0.52 -4.16 0.57 -0.480
```



(2)
Computed, not measured: a structure of composition C27H35CuGeO2P2, with ωB97M-V with the def2-TZVPD basis set.

## Properties
Total energy, Eh: -5600.4715
HOMO-LUMO gap, eV: 8.3
Total charge: 0
E_HOMO, eV: -7.97

```
68
Properties=species:S:1:pos:R:3:mulliken_charge:R:1
Cu -1.84 0.03 0.11 -0.536
C -2.69 3.50 -0.52 -1.201
P -3.07 1.85 0.20 1.371
C -4.76 1.57 -0.45 -1.499
C -3.41 2.30 1.95 -1.074
C -4.08 1.16 2.72 -1.055
P -3.36 -0.49 2.25 0.394
C -1.80 -0.36 3.21 -1.115
C -4.32 -1.55 3.43 -1.392
H -3.50 4.20 -0.35 0.416
H -2.52 3.38 -1.59 0.402
H -1.77 3.87 -0.07 0.389
H -5.45 2.33 -0.10 0.375
H -5.10 0.58 -0.14 0.414
H -4.72 1.58 -1.54 0.425
H -4.02 3.21 1.98 0.499
H -2.44 2.54 2.40 0.432
H -5.15 1.13 2.46 0.397
H -3.99 1.33 3.79 0.565
H -2.02 -0.16 4.26 0.653
H -1.18 0.44 2.80 -0.038
H -1.26 -1.30 3.11 0.351
H -4.30 -1.17 4.45 0.367
H -3.88 -2.55 3.40 0.381
H -5.35 -1.63 3.09 0.403
O -0.17 -3.60 0.19 -0.719
C -0.67 -2.58 -0.25 0.337
O -1.15 -1.65 0.49 0.168
C -0.73 -2.37 -1.77 -0.846
C -0.22 -0.99 -2.15 -1.221
Ge 1.50 -0.55 -1.20 1.625
C 1.50 -0.17 0.75 0.060
C 1.61 1.15 1.19 -0.229
C 1.73 1.45 2.53 -0.738
C 1.74 0.42 3.47 -0.496
C 1.60 -0.89 3.05 -1.037
C 1.47 -1.18 1.70 0.229
C 2.76 -2.02 -1.59 0.194
C 2.90 -2.43 -2.91 -0.525
C 3.74 -3.48 -3.23 -0.668
C 4.46 -4.13 -2.24 -0.446
C 4.32 -3.72 -0.92 -0.755
C 3.49 -2.67 -0.60 -0.075
C 2.20 1.10 -2.07 -0.157
C 3.51 1.49 -1.82 -0.089
C 4.05 2.61 -2.43 -0.807
C 3.28 3.35 -3.31 -0.390
C 1.98 2.97 -3.57 -0.684
C 1.44 1.86 -2.95 -0.535
H -1.75 -2.51 -2.11 0.392
H -0.10 -3.14 -2.23 0.306
H -0.97 -0.23 -1.91 0.462
H -0.04 -0.94 -3.23 0.566
H 1.62 1.95 0.46 0.379
H 1.85 2.47 2.85 0.419
H 1.86 0.65 4.52 0.393
H 1.59 -1.69 3.77 0.434
H 1.34 -2.21 1.39 0.312
H 2.34 -1.93 -3.68 0.344
H 3.84 -3.79 -4.26 0.395
H 5.11 -4.95 -2.49 0.375
H 4.87 -4.23 -0.14 0.412
H 3.39 -2.35 0.43 0.424
H 4.11 0.91 -1.13 0.423
H 5.07 2.90 -2.22 0.392
H 3.71 4.21 -3.80 0.381
H 1.38 3.55 -4.26 0.388
H 0.42 1.57 -3.15 0.280
```



(3)
Computed, not measured: a cluster of 2 separate species, C27H35F3IN4O3S2 in total, with ωB97M-V with the def2-TZVPD basis set.

## Properties
Total energy, Eh: -2887.9387
HOMO-LUMO gap, eV: 7.1
Total charge: +1
E_HOMO, eV: -10.72

```
75
Properties=species:S:1:pos:R:3:mulliken_charge:R:1
C -3.58 -0.89 4.97 -1.039
C -2.42 -1.22 4.01 -0.167
C -2.24 -2.75 3.91 -1.575
I -1.34 -3.61 5.64 0.168
C -1.55 -3.10 2.62 0.055
C -0.26 -3.02 2.32 1.690
O 0.70 -2.59 3.25 -0.389
C 1.43 -1.63 2.79 0.623
N 1.96 -0.67 2.44 -0.570
C 0.23 -3.41 0.95 -0.553
O 1.25 -4.01 0.79 -0.509
C -0.72 -3.02 -0.15 0.949
C -0.16 -2.59 -1.48 0.569
F 1.18 -2.51 -1.46 -0.297
F -0.51 -3.42 -2.46 -0.291
F -0.59 -1.36 -1.82 -0.196
C -2.03 -3.08 0.11 0.972
C -3.13 -2.69 -0.83 -1.518
C -3.36 -1.16 -0.72 0.241
C -3.65 -0.50 -2.09 -0.916
S -5.41 -0.20 -2.45 -0.148
C -5.76 1.05 -1.22 0.263
S -5.75 2.62 -1.59 -0.214
N -6.05 0.58 0.06 0.149
C -5.86 1.25 1.26 -0.115
C -6.26 0.39 2.23 -0.774
N -6.72 -0.79 1.67 -0.548
C -6.58 -0.66 0.39 -0.113
C -2.42 -3.58 1.48 -0.820
O -3.35 -4.31 1.66 -0.537
H -3.37 -0.02 5.59 0.360
H -4.50 -0.75 4.41 0.137
H -3.75 -1.72 5.65 0.328
H -1.50 -0.73 4.31 0.282
H -2.73 -0.89 3.02 0.212
H -3.23 -3.19 3.85 0.727
H -2.87 -2.98 -1.84 0.539
H -4.05 -3.18 -0.50 0.583
H -2.47 -0.68 -0.32 0.315
H -4.16 -0.93 -0.02 -0.108
H -3.15 0.48 -2.12 0.391
H -3.25 -1.08 -2.91 0.411
H -5.45 2.24 1.32 0.432
H -6.25 0.57 3.29 0.497
H -6.84 -1.37 -0.38 0.469
C 6.64 3.06 -3.66 -1.157
C 6.89 2.73 -2.18 -0.465
C 5.96 1.71 -1.52 -0.650
N 4.53 2.12 -1.23 0.218
C 3.94 0.97 -0.43 -0.749
C 2.45 1.07 -0.23 0.004
C 1.72 1.20 -1.56 -0.433
C 2.26 2.42 -2.31 -1.016
C 3.76 2.33 -2.51 -0.411
C 4.53 3.36 -0.40 -0.989
H 5.91 3.86 -3.79 0.304
H 7.57 3.42 -4.11 0.396
H 6.32 2.19 -4.22 0.299
H 6.95 3.64 -1.59 0.307
H 7.88 2.27 -2.11 0.393
H 6.38 1.45 -0.55 0.442
H 5.90 0.81 -2.12 0.409
H 4.18 0.06 -0.99 0.386
H 4.47 0.95 0.52 0.450
H 2.12 0.18 0.30 -0.198
H 2.20 1.92 0.42 0.351
H 0.65 1.29 -1.41 0.393
H 1.89 0.30 -2.16 0.198
H 1.99 3.33 -1.78 0.352
H 1.79 2.49 -3.29 0.441
H 4.12 3.26 -2.95 0.174
H 4.02 1.50 -3.17 0.432
H 4.92 4.18 -0.98 0.388
H 5.14 3.19 0.48 0.319
H 3.51 3.59 -0.10 0.451
```



(4)
Computed, not measured: the ion C27H35FN5O4 with charge +1, with ωB97M-V with the def2-TZVPD basis set.

## Properties
Total energy, Eh: -1724.2366
HOMO-LUMO gap, eV: 4.0
Total charge: +1
E_HOMO, eV: -8.48

```
72
Properties=species:S:1:pos:R:3:mulliken_charge:R:1
C -4.73 -1.33 -1.98 -0.682
H -4.65 -0.25 -1.93 0.208
H -4.25 -1.67 -2.90 0.524
H -4.20 -1.77 -1.14 0.034
C -6.20 -1.76 -1.99 -0.926
N -6.99 -1.21 -0.92 0.302
C -6.98 -1.83 0.37 -0.992
H -6.48 -2.80 0.28 0.465
H -8.01 -2.00 0.70 0.362
C -6.28 -1.03 1.50 -1.083
N -4.88 -0.83 1.27 0.114
C -4.36 0.34 0.89 0.031
O -5.02 1.36 0.71 -0.791
C -2.88 0.34 0.70 -0.327
C -2.30 1.55 0.47 -0.003
N -0.98 1.76 0.27 0.188
C -0.11 0.69 0.32 0.005
C 1.27 0.85 0.18 -0.618
C 2.15 -0.23 0.22 -1.087
C 1.59 -1.50 0.41 0.362
C 0.24 -1.68 0.58 -0.737
C -0.63 -0.60 0.54 0.513
C -2.06 -0.85 0.74 1.695
O -2.49 -1.99 0.93 -0.879
H -0.16 -2.67 0.73 0.570
F 2.39 -2.60 0.40 -0.359
N 3.51 -0.01 0.10 0.274
H 8.44 1.12 -2.02 0.310
C 4.49 -0.93 0.63 -0.608
H 4.84 -1.64 -0.14 0.275
H 4.07 -1.49 1.46 0.577
C 5.69 -0.12 1.16 -1.084
N 6.23 0.70 0.10 0.122
C 7.37 0.48 -0.55 0.885
O 7.57 1.25 -1.64 -0.476
C 8.39 -0.44 -0.20 0.753
C 9.60 -0.68 -0.86 -0.654
C 10.27 -1.67 -0.12 -0.667
C 9.45 -1.98 0.93 -0.413
O 8.33 -1.25 0.89 -0.288
H 9.56 -2.67 1.74 0.492
H 11.22 -2.10 -0.34 0.480
H 9.97 -0.23 -1.76 0.361
C 5.24 1.62 -0.42 -0.918
C 4.05 0.82 -0.96 -0.655
H 4.40 0.19 -1.79 0.216
H 3.29 1.49 -1.34 0.540
H 4.91 2.26 0.40 0.347
H 5.67 2.23 -1.21 0.450
H 5.34 0.55 1.95 0.316
H 6.44 -0.79 1.56 0.529
H 1.69 1.83 0.06 0.604
C -0.53 3.13 0.08 -1.012
C -0.06 3.75 1.39 -1.042
H 0.28 4.76 1.22 0.386
H -0.88 3.77 2.11 0.338
H 0.75 3.17 1.83 0.321
H -1.36 3.71 -0.32 0.464
H 0.27 3.14 -0.67 0.444
H -2.94 2.42 0.43 0.508
H -4.25 -1.63 1.33 0.278
H -6.43 -1.58 2.43 0.406
H -6.74 -0.04 1.59 0.462
C -7.44 0.15 -1.04 -0.053
C -8.88 0.33 -0.56 -1.504
H -9.22 1.34 -0.80 0.445
H -8.97 0.18 0.51 0.299
H -9.54 -0.38 -1.07 0.333
H -6.79 0.84 -0.48 -0.014
H -7.38 0.43 -2.10 0.480
H -6.65 -1.45 -2.93 0.406
H -6.25 -2.85 -1.93 0.401
```



(5)
Computed, not measured: a structure of composition C27H35IN4P2Pd, with ωB97M-V with the def2-TZVPD basis set.

## Properties
Total energy, Eh: -2376.8449
ΔE to the lowest compared entry with this formula, charge and spin, kJ/mol: 538.4
HOMO-LUMO gap (spin up / spin down), eV: 3.6 / 5.7
Multiplicity: 3
Total charge: 0
E_HOMO (spin up / spin down), eV: -3.32 / -6.62

```
70
Properties=species:S:1:pos:R:3:mulliken_charge:R:1
Pd -0.18 1.69 -1.52 -0.090
C -1.45 2.00 -3.06 -0.052
C -1.33 0.61 -2.81 0.099
C -0.52 -0.31 -3.67 -0.789
C 0.88 0.26 -3.92 -1.135
C 1.40 1.00 -2.72 0.169
C 1.43 2.40 -2.55 -0.684
C 0.74 3.38 -3.46 -0.619
C -0.63 2.83 -4.02 -1.004
C 1.01 0.57 2.53 -1.470
H -2.41 2.42 -2.75 0.444
H -2.07 0.14 -2.16 -0.130
H -1.06 -0.50 -4.60 0.385
H -0.43 -1.28 -3.16 0.339
H 1.54 -0.60 -4.05 0.512
H 0.92 0.85 -4.83 0.262
H 2.10 0.41 -2.11 0.554
H 2.22 2.78 -1.89 0.409
H 1.39 3.67 -4.29 0.297
H 0.49 4.29 -2.88 0.311
H -1.24 3.72 -4.21 0.378
H -0.49 2.33 -4.99 0.328
H 0.42 1.23 1.85 0.364
H 1.70 1.15 3.16 0.568
H 0.31 -0.01 3.14 0.149
P 1.87 -0.54 1.48 0.994
P -2.03 -0.68 1.84 -0.261
N 2.91 0.49 0.57 0.687
N 2.79 -1.72 2.15 0.412
N -2.98 0.37 0.65 0.763
N -3.05 -2.06 2.08 0.495
C 0.69 -1.17 0.30 1.008
C -0.80 -1.46 0.66 -0.856
C 3.02 1.88 0.75 -0.530
C 4.21 2.30 0.19 -0.743
C 4.81 1.18 -0.46 -0.623
C 3.98 0.09 -0.26 -0.651
C 3.51 -1.50 3.34 -0.574
C 4.24 -2.64 3.61 -0.605
C 3.98 -3.60 2.58 -0.589
C 3.09 -3.02 1.69 -0.459
C -2.97 1.76 0.72 -0.480
C -3.97 2.28 -0.10 -0.805
C -4.54 1.18 -0.81 -0.995
C -3.87 0.04 -0.37 -0.514
C -4.38 -2.31 1.71 -0.136
C -5.01 -2.98 2.75 -0.605
C -4.03 -3.18 3.78 -0.604
C -2.84 -2.70 3.33 -0.578
H 1.11 -2.13 -0.03 0.401
H 0.75 -0.50 -0.59 -1.240
H -1.35 -1.34 -0.30 0.167
H -0.86 -2.51 1.00 0.463
H 2.25 2.40 1.29 0.357
H 4.63 3.29 0.31 0.478
H 5.74 1.19 -1.02 0.448
H 4.06 -0.95 -0.58 0.487
H 3.38 -0.56 3.84 0.348
H 4.91 -2.75 4.45 0.440
H 4.42 -4.57 2.50 0.458
H 2.62 -3.40 0.80 0.366
H -2.30 2.27 1.40 0.498
H -4.25 3.32 -0.16 0.439
H -5.34 1.21 -1.53 0.434
H -3.98 -0.97 -0.71 0.648
H -4.76 -2.01 0.74 0.285
H -6.05 -3.27 2.78 0.425
H -4.21 -3.62 4.76 0.425
H -1.85 -2.71 3.77 0.473
I -2.27 0.55 4.05 -0.147
```



(6)
Computed, not measured: a structure of composition C27H35N2NdO2P3, with ωB97M-V with the def2-TZVPD basis set.

## Properties
Total energy, Eh: -2894.8622
HOMO-LUMO gap (spin up / spin down), eV: 8.7 / 6.1
Multiplicity: 5
Total charge: +2
E_HOMO (spin up / spin down), eV: -14.27 / -14.27

```
70
Properties=species:S:1:pos:R:3:mulliken_charge:R:1
Nd -0.65 1.25 0.60 0.962
P -3.08 0.51 -1.11 -0.060
P 0.32 1.50 3.44 -0.083
N -0.41 2.32 -1.57 0.005
N 1.18 2.84 0.65 0.034
H 0.64 3.90 -2.50 0.327
H 2.65 3.44 -0.77 0.470
H 1.55 2.37 -2.38 0.396
C 0.86 3.04 -1.85 -0.701
H 1.36 4.63 -0.50 0.448
C 1.56 3.54 -0.58 -0.748
H -1.53 3.72 -2.61 0.392
H 2.65 3.91 1.69 0.415
C -1.51 2.74 -2.10 -0.461
C 1.83 3.17 1.77 -0.106
H -2.86 1.58 -3.26 0.600
C -2.82 2.00 -2.25 -0.863
H -3.64 2.72 -2.12 0.380
H -0.34 2.22 4.48 0.150
H 1.12 0.64 4.25 0.149
H -4.38 0.91 -0.71 0.113
H -3.55 -0.31 -2.17 0.129
O -2.36 2.65 0.93 -0.682
C -2.40 3.99 0.54 1.430
C -3.81 4.49 0.29 -1.496
C -1.72 4.88 1.57 -1.314
H -1.86 4.04 -0.47 -0.173
H -4.30 3.96 -0.53 0.295
H -4.40 4.34 1.20 0.368
H -3.80 5.56 0.06 0.373
H -0.70 4.56 1.82 0.189
H -1.70 5.92 1.23 0.385
H -2.31 4.83 2.50 0.359
C 1.59 2.69 3.06 -0.569
H 2.26 3.08 3.84 0.455
O 0.60 -0.64 0.20 0.453
P 0.87 -2.13 -0.04 0.660
C -0.49 -3.06 0.70 0.591
C -1.13 -2.55 1.84 -0.379
C -2.25 -3.20 2.36 -0.798
C -2.66 -4.43 1.84 -0.522
C -1.98 -4.98 0.75 -0.675
C -0.91 -4.29 0.16 -0.308
C 0.92 -2.41 -1.81 0.314
C 2.11 -2.80 -2.45 -0.448
C 2.12 -2.98 -3.84 -0.707
C 0.97 -2.73 -4.59 -0.488
C -0.21 -2.31 -3.95 -0.733
C -0.23 -2.15 -2.57 -0.427
C 2.42 -2.62 0.73 0.183
C 3.21 -1.68 1.42 -0.375
C 4.39 -2.09 2.04 -0.568
C 4.80 -3.43 1.97 -0.526
C 4.02 -4.36 1.29 -0.692
C 2.83 -3.96 0.67 -0.238
H -0.77 -1.63 2.31 0.465
H -2.80 -2.75 3.19 0.443
H -3.51 -4.95 2.28 0.416
H -2.28 -5.95 0.35 0.425
H -0.42 -4.71 -0.72 0.413
H 3.02 -2.95 -1.87 0.410
H 3.04 -3.31 -4.33 0.429
H 0.98 -2.86 -5.67 0.421
H -1.10 -2.11 -4.54 0.430
H -1.15 -1.82 -2.07 0.339
H 2.89 -0.63 1.47 0.309
H 4.99 -1.36 2.59 0.408
H 5.72 -3.74 2.46 0.407
H 4.32 -5.41 1.23 0.407
H 2.21 -4.70 0.15 0.399
```



(7)
Computed, not measured: a structure of composition C27H36AuGe2N4SSe, with ωB97M-V with the def2-TZVPD basis set.

## Properties
Total energy, Eh: -8358.0701
ΔE to the lowest compared entry with this formula, charge and spin, kJ/mol: 57.7
HOMO-LUMO gap (spin up / spin down), eV: 6.3 / 6.3
Multiplicity: 2
Total charge: +2
E_HOMO (spin up / spin down), eV: -12.91 / -13.98

```
72
Properties=species:S:1:pos:R:3:mulliken_charge:R:1
Au -0.38 -1.19 -0.01 0.239
C 2.00 3.94 1.32 -1.217
C 1.12 3.38 0.27 1.038
N 0.39 4.04 -0.58 -0.800
N -0.23 3.10 -1.31 0.674
C 0.09 1.87 -0.96 -0.033
S -0.53 0.45 -1.77 -0.330
N 0.96 2.02 0.06 0.645
N 1.56 0.96 0.73 -0.751
H 1.92 5.02 1.30 0.384
H 3.04 3.66 1.15 0.342
H 1.70 3.57 2.30 0.217
H -0.83 3.37 -2.09 0.208
H 1.30 0.98 1.72 0.064
H 2.57 1.01 0.61 0.249
C -2.91 -4.23 0.65 -0.941
Ge -2.84 -2.82 1.98 0.155
C -3.86 -1.22 1.55 -0.939
C -3.10 -3.42 3.82 -1.049
Ge -0.28 -2.32 2.13 -0.676
C 0.30 -0.87 3.30 0.796
C -0.49 0.28 3.39 -0.294
C -0.03 1.40 4.08 -0.601
C 1.23 1.37 4.68 -0.561
C 2.02 0.23 4.59 -0.720
C 1.55 -0.89 3.90 -0.318
C 0.60 -3.99 2.45 0.461
C 0.99 -4.36 3.74 -0.134
C 1.61 -5.59 3.95 -0.699
C 1.83 -6.45 2.88 -0.455
C 1.44 -6.08 1.60 -0.722
C 0.82 -4.86 1.38 -0.230
H -3.92 -4.64 0.64 0.425
H -2.21 -5.03 0.90 0.355
H -2.68 -3.85 -0.34 0.297
H -4.91 -1.50 1.49 0.417
H -3.56 -0.80 0.59 0.278
H -3.75 -0.47 2.32 0.343
H -4.15 -3.69 3.93 0.451
H -2.86 -2.64 4.53 0.382
H -2.49 -4.30 4.02 0.381
H -1.47 0.31 2.93 0.238
H -0.65 2.28 4.17 0.478
H 1.59 2.23 5.23 0.489
H 2.99 0.20 5.06 0.451
H 2.18 -1.77 3.84 0.490
H 0.81 -3.71 4.58 0.446
H 1.90 -5.88 4.95 0.421
H 2.31 -7.40 3.05 0.411
H 1.62 -6.76 0.77 0.417
H 0.51 -4.59 0.38 0.370
C -0.50 5.22 -6.53 -1.486
C -0.13 4.01 -5.74 0.498
C 0.98 4.01 -4.89 -0.867
C 1.36 2.89 -4.17 1.018
C 2.60 2.96 -3.31 -1.442
C 0.58 1.73 -4.30 0.043
Se 1.09 0.18 -3.31 0.247
C -0.55 1.68 -5.15 0.991
C -1.38 0.45 -5.38 -1.606
C -0.87 2.84 -5.85 -0.761
H 0.14 6.07 -6.30 0.366
H -1.54 5.51 -6.33 0.359
H -0.43 5.02 -7.60 0.364
H 1.58 4.91 -4.81 0.313
H 2.97 3.98 -3.27 0.363
H 3.39 2.33 -3.71 0.412
H 2.41 2.62 -2.29 0.165
H -1.43 -0.21 -4.52 0.268
H -0.97 -0.13 -6.21 0.329
H -2.40 0.74 -5.65 0.418
H -1.73 2.82 -6.51 0.465
```